(1)
{
  "formula": "C4H5FN2",
  "method": "the ωB97M-V functional and the def2-TZVPD basis",
  "mol_weight_g_mol": 100.10,
  "lumo_ev": 0.90,
  "de_lowest_kcal_mol": 83.2,
  "homo_ev": -8.680,
  "total_energy_ev": -9923.196,
  "charge": 0,
  "smiles": "F[C@H]1[C@H]2C=NN[C@@H]12",
  "gap_ha": 0.3520,
  "symbols": ["F", "C", "C", "C", "N", "N", "C", "H", "H", "H", "H", "H"],
  "xyz": [[-1.8910, -0.6673, -0.3358], [-1.0413, -0.3640, 0.7109], [0.4917, -0.6240, 0.4513], [1.0004, -0.6789, -0.9336], [0.9287, 0.4329, -1.5433], [0.2076, 1.3780, -0.6200], [-0.1564, 0.7895, 0.5579], [-1.5767, -0.6356, 1.5737], [0.9408, -1.2565, 1.2291], [1.5827, -1.6913, -1.2417], [-0.4324, 1.9468, -1.3459], [-0.0542, 1.3703, 1.4974]],
  "atomic_forces_ev_per_a": [[0.013, 0.156, -0.342], [0.648, -0.913, -3.315], [-2.027, -0.801, 1.752], [1.273, -1.995, 0.584], [-1.277, 0.512, 0.715], [0.345, 1.725, -6.044], [0.344, -0.498, 3.208], [0.250, -0.109, 1.471], [0.160, 0.788, -0.274], [-1.401, 2.939, 0.131], [1.499, -1.793, 2.885], [0.174, -0.011, -0.770]]
}

(2)
{
  "formula": "C4H5FN2",
  "method": "the ωB97M-V functional and the def2-TZVPD basis",
  "mol_weight_g_mol": 100.10,
  "lumo_ev": [0.76, -2.62],
  "s_squared": 2.02,
  "de_lowest_kcal_mol": 40.2,
  "spin_multiplicity": 3,
  "homo_ev": [-6.638, -9.574],
  "total_energy_ev": -9919.850,
  "charge": 0,
  "gap_ha": [0.2719, 0.2555],
  "symbols": ["C", "C", "C", "C", "N", "N", "F", "H", "H", "H", "H", "H"],
  "xyz": [[2.1580, 1.0337, 0.2439], [0.9161, 0.4387, -0.1331], [1.5450, -0.5888, -1.0321], [-1.2478, -0.3957, 0.4707], [3.0406, 0.1703, -0.0621], [-0.2025, 0.6524, 0.4644], [1.2420, -1.8630, -0.8508], [2.2289, 1.9851, 0.6366], [1.9118, -0.3758, -2.0876], [-1.0416, -1.1075, 1.1718], [-1.4481, -0.9480, -0.4742], [-2.2568, 0.0554, 0.7974]],
  "atomic_forces_ev_per_a": [[-2.032, -0.085, -0.901], [3.745, -1.534, -1.068], [-1.299, 0.773, -0.986], [-2.066, 2.967, -1.989], [1.818, -1.032, 0.036], [-3.458, -0.940, 1.190], [-0.013, -0.097, -0.257], [0.708, 2.104, 0.666], [-0.368, -0.239, 1.633], [0.951, -1.978, 2.071], [0.408, 0.502, 0.198], [1.604, -0.440, -0.593]]
}

(3)
{
  "formula": "C4H5FN2O",
  "method": "the ωB97M-V functional and the def2-TZVPD basis",
  "mol_weight_g_mol": 116.09,
  "lumo_ev": -0.83,
  "de_lowest_kcal_mol": 146.8,
  "homo_ev": -9.876,
  "total_energy_ev": -11967.677,
  "charge": 0,
  "gap_ha": 0.3325,
  "symbols": ["C", "C", "C", "C", "H", "H", "H", "H", "H", "N", "N", "O", "F"],
  "xyz": [[-0.1963, 0.2302, -0.1284], [1.1367, 0.6915, -0.6173], [-1.0111, -0.9373, -0.8366], [0.1067, -0.6282, 1.1689], [-1.2333, 1.6848, 1.0790], [2.0078, -0.2197, -0.0811], [0.6778, 0.7245, -1.8478], [-1.3070, -0.8899, -1.8535], [0.5474, -0.3871, 2.1051], [-1.0464, -1.9673, -0.0883], [-0.3999, -1.8750, 1.0957], [-0.7360, 1.4879, 0.0890], [1.4535, 2.0856, -0.0847]],
  "atomic_forces_ev_per_a": [[0.029, -1.443, 4.408], [1.597, -0.708, -1.998], [2.103, 1.352, 1.789], [-2.890, -3.080, -0.802], [2.083, -1.447, -4.358], [-2.113, 3.313, -2.678], [3.211, 0.514, 2.994], [-0.685, -0.156, -0.629], [0.696, 0.715, 0.396], [-1.780, -0.971, -3.228], [2.465, 4.480, 1.618], [-4.788, 1.440, 4.048], [0.072, -4.010, -1.560]]
}

(4)
{
  "formula": "C4H5FO",
  "method": "the ωB97M-V functional and the def2-TZVPD basis",
  "mol_weight_g_mol": 88.08,
  "lumo_ev": 0.51,
  "de_lowest_kcal_mol": 78.3,
  "homo_ev": -10.359,
  "total_energy_ev": -8989.636,
  "charge": 0,
  "smiles": "C#C[C@H](F)CO",
  "gap_ha": 0.3994,
  "symbols": ["C", "C", "C", "F", "C", "O", "H", "H", "H", "H", "H"],
  "xyz": [[1.2180, -2.0650, -0.9026], [0.6707, -1.1975, -0.2991], [-0.0322, -0.1572, 0.6194], [-1.2919, -0.3740, 0.9091], [0.0607, 1.3053, 0.3108], [-0.2842, 1.6713, -0.9797], [1.5464, -3.1916, -1.1267], [0.5651, -0.1965, 1.5276], [-0.6701, 1.6561, 1.1224], [1.0293, 1.6298, 0.5162], [-0.0731, 2.7840, -0.7551]],
  "atomic_forces_ev_per_a": [[1.090, -4.622, -0.636], [-2.065, 2.463, 1.535], [3.921, -0.243, -1.165], [-2.789, -1.840, 0.152], [-1.616, -1.070, 1.188], [0.671, 5.901, 0.844], [-0.664, 3.573, 0.217], [-0.013, -0.473, 0.489], [0.960, 0.325, -1.085], [1.814, 0.622, 0.653], [-1.308, -4.636, -2.193]]
}

(5)
{
  "formula": "C4H5FO",
  "method": "the ωB97M-V functional and the def2-TZVPD basis",
  "mol_weight_g_mol": 88.08,
  "lumo_ev": 0.85,
  "de_lowest_kcal_mol": 54.9,
  "homo_ev": -8.593,
  "total_energy_ev": -8990.648,
  "charge": 0,
  "smiles": "FC1=COCC1",
  "gap_ha": 0.3472,
  "symbols": ["F", "C", "C", "O", "C", "C", "H", "H", "H", "H", "H"],
  "xyz": [[-0.7191, 1.8976, -1.4547], [-0.4983, 0.9461, -0.4824], [-1.0984, 0.7296, 0.6423], [-0.7180, -0.4055, 1.2497], [0.5048, -0.9835, 0.4469], [0.4999, -0.1357, -0.8227], [-1.5810, 1.5773, 1.3755], [1.4836, -0.8647, 0.9790], [0.0993, -2.1667, 0.3039], [0.4926, -1.0024, -1.5681], [1.5346, 0.4080, -0.6693]],
  "atomic_forces_ev_per_a": [[0.171, -0.450, 1.411], [0.279, -0.236, -4.419], [-1.196, 3.027, 3.680], [1.998, -1.364, 0.481], [-3.194, -2.015, 1.144], [2.960, -0.599, 1.277], [0.673, -2.500, -2.267], [-1.346, -0.506, 0.188], [1.699, 3.340, 0.405], [-0.351, 2.365, -0.274], [-1.693, -1.062, -1.625]]
}

(6)
{
  "formula": "C4H5FO2",
  "method": "the ωB97M-V functional and the def2-TZVPD basis",
  "mol_weight_g_mol": 104.08,
  "lumo_ev": 0.39,
  "de_lowest_kcal_mol": 31.7,
  "homo_ev": -10.363,
  "total_energy_ev": -11040.112,
  "charge": 0,
  "smiles": "CCC(=O)C(=O)F",
  "gap_ha": 0.3953,
  "symbols": ["C", "C", "C", "O", "C", "O", "F", "H", "H", "H", "H", "H"],
  "xyz": [[1.8534, -0.1780, 0.0588], [0.3659, -0.0241, 0.5595], [-0.6019, -0.4208, -0.4664], [-0.5620, -1.1251, -1.4154], [-2.1023, 0.5379, -0.1344], [-2.4384, 1.6564, -0.2370], [-3.1726, -0.3719, 0.0301], [2.6165, 0.3736, 0.5736], [1.7135, 0.2338, -1.0312], [2.1466, -1.2971, -0.0529], [0.1876, 1.0540, 0.6213], [-0.0062, -0.4388, 1.4941]],
  "atomic_forces_ev_per_a": [[-1.731, -1.944, -2.502], [1.683, 0.938, -0.389], [-2.373, 1.103, -0.090], [-0.110, 0.442, 0.619], [-1.050, -2.302, -1.213], [1.332, 0.399, 0.222], [1.283, 0.078, 0.108], [0.012, 0.243, 0.428], [0.953, -0.760, 1.924], [-0.408, 2.004, 0.267], [-0.027, 0.039, 0.342], [0.436, -0.240, 0.285]]
}